Entry 1:
6 unconnected molecules or ions with the total composition C37H48ClF15N4O14 at a distorted geometry. Source: OMol25; level of theory: ωB97M-V with the def2-TZVPD basis set.

net charge = 0
DFT total energy = -127058.306 eV
molar mass = 1093.2 g mol⁻¹
SMILES = CCC(=O)OCCc1c(N)c(N)c2c(c1CN)C(=O)N([C@@H](Cl)CC)C2=O.CCOC(=O)C(F)(F)F.CCOC(=O)C(F)(F)F.CCOC(=O)C(F)(F)F.CCOC(=O)C(F)(F)F.CCOC(=O)C(F)(F)F
frontier orbital gap = 8.229 eV

Last column: Löwdin charge in e.
Positions of all 119 atoms, in Å:
C -3.10318 -1.91593 -0.96003  -0.1117
C -3.14484 -3.13471 -1.93884  -0.1357
C -2.31274 -4.36027 -1.41734  -0.4639
O -2.49579 -4.71834 -0.28595  0.1071
O -1.46741 -4.95071 -2.31975  -0.0331
C -0.82606 -6.12629 -1.79664  -0.1404
C 0.49870 -6.32555 -2.67058  -0.0941
C 1.65659 -5.64142 -1.85001  -0.0830
C 1.75238 -4.17541 -1.97162  -0.1490
N 0.89124 -3.39501 -2.80673  0.0969
C 2.77372 -3.43198 -1.20896  -0.1708
N 2.91789 -2.01662 -1.22837  0.1052
C 3.64115 -4.21150 -0.37883  -0.0208
C 3.58598 -5.67875 -0.27251  -0.0070
C 2.57955 -6.42001 -1.01483  -0.0756
C 2.50742 -7.98144 -0.91558  -0.2118
N 2.58304 -8.50543 0.46110  -0.0009
C 4.70998 -6.12603 0.69500  -0.3407
O 4.92462 -7.14821 1.26790  0.1330
N 5.58418 -4.96097 0.80169  -0.0137
C 6.79452 -5.04578 -0.08188  -0.5220
Cl 6.82368 -3.64045 -1.27626  0.6650
C 8.05361 -4.93419 0.86850  -0.2284
C 9.26503 -4.11423 0.28775  -0.1594
C 4.78044 -3.78249 0.57512  -0.4337
O 4.88847 -2.68409 1.03057  0.1207
H -3.72874 -1.08276 -1.38631  0.0733
H -3.53536 -2.12387 0.04897  0.0823
H -2.07926 -1.47043 -0.84219  0.0736
H -2.71395 -2.79035 -2.91383  0.1104
H -4.21329 -3.43996 -2.07595  0.1229
H -1.47081 -7.02771 -1.95279  0.1378
H -0.47992 -6.03196 -0.74393  0.1351
H 0.39975 -5.89128 -3.69287  0.1101
H 0.69089 -7.41764 -2.80296  0.0999
H 0.67956 -3.97174 -3.62929  0.0831
H 1.36459 -2.57700 -3.19105  0.0826
H 2.20236 -1.56017 -1.79175  0.0646
H 2.87305 -1.62807 -0.28196  0.1000
H 3.31070 -8.38276 -1.59057  0.1311
H 1.51836 -8.32057 -1.32924  0.0929
H 2.50087 -7.72789 1.11214  0.0625
H 3.47388 -8.98294 0.59835  0.0625
H 6.77811 -5.97340 -0.69780  0.1229
H 8.37137 -5.96740 1.16368  0.1147
H 7.69630 -4.42172 1.79973  0.1150
H 9.46221 -4.30393 -0.79386  0.0487
H 9.13867 -3.02968 0.51776  0.0701
H 10.18380 -4.45226 0.84132  0.0751
C 9.91843 -5.02317 -6.19686  -0.0612
C 10.86184 -4.59782 -5.09100  -0.2006
O 10.66207 -5.39578 -3.91223  0.0229
C 11.25665 -6.59470 -3.91197  -0.3848
O 11.91955 -7.02620 -4.80965  0.1728
C 11.00449 -7.31793 -2.58693  -0.5262
F 9.71856 -7.24828 -2.19530  0.1509
F 11.74001 -6.79140 -1.59040  0.1590
F 11.31515 -8.61729 -2.64923  0.1670
H 8.88372 -4.99782 -5.84880  0.0834
H 10.01574 -4.36237 -7.05921  0.0831
H 10.12352 -6.04477 -6.51993  0.0775
H 10.65254 -3.56668 -4.80614  0.1256
H 11.90414 -4.63814 -5.41183  0.1264
C 0.78345 2.27781 -1.01136  -0.0606
C 0.06961 2.97702 0.12701  -0.1976
O -1.24618 3.39608 -0.27336  0.0300
C -2.19385 2.45371 -0.24369  -0.3817
O -2.01645 1.31605 0.08174  0.1669
C -3.54377 3.04984 -0.64606  -0.5194
F -3.45211 3.83479 -1.73489  0.1462
F -4.06121 3.80998 0.33661  0.1623
F -4.45473 2.10987 -0.92510  0.1635
H 0.80278 2.91259 -1.89954  0.0850
H 1.80931 2.03591 -0.72960  0.0829
H 0.27375 1.35333 -1.28838  0.0713
H 0.61254 3.88142 0.40124  0.1267
H 0.01958 2.34916 1.01823  0.1270
C -5.45028 5.16658 -3.47403  -0.0594
C -6.10209 6.44785 -2.99871  -0.1942
O -5.56017 7.58533 -3.69227  0.0343
C -6.06111 7.82263 -4.90786  -0.3872
O -6.90566 7.16286 -5.44101  0.1708
C -5.42861 9.08287 -5.50161  -0.5272
F -4.09357 9.10761 -5.33915  0.1570
F -5.91241 10.19567 -4.91982  0.1607
F -5.66070 9.19670 -6.81461  0.1636
H -4.36626 5.23175 -3.38109  0.0722
H -5.80318 4.31686 -2.88891  0.0804
H -5.67065 4.97671 -4.52591  0.0809
H -5.88797 6.59663 -1.94157  0.1070
H -7.18782 6.41233 -3.10424  0.1308
C -5.76102 6.12140 4.50796  -0.0646
C -5.01579 6.91237 3.45361  -0.1923
O -5.73312 6.90907 2.20740  0.0264
C -6.73647 7.78710 2.10695  -0.3852
O -7.06707 8.55033 2.96646  0.1775
C -7.37209 7.70127 0.71842  -0.5220
F -7.58816 6.42991 0.33106  0.1534
F -6.58506 8.26243 -0.21994  0.1551
F -8.55342 8.32392 0.65647  0.1696
H -5.97025 5.10997 4.15246  0.0872
H -5.17519 6.05734 5.42421  0.0741
H -6.72002 6.58242 4.74362  0.0750
H -4.05064 6.44508 3.25678  0.1246
H -4.81696 7.93430 3.78151  0.1279
C -5.89499 3.78621 10.17113  -0.0614
C -6.53814 5.06706 10.66074  -0.1998
O -6.00511 6.20692 9.96502  0.0292
C -6.52285 6.44929 8.75709  -0.3855
O -7.37477 5.79174 8.23321  0.1703
C -5.89870 7.71132 8.15913  -0.5234
F -4.56101 7.73846 8.30165  0.1582
F -6.37018 8.82383 8.74947  0.1661
F -6.14887 7.82989 6.84934  0.1513
H -4.80767 3.84882 10.24959  0.0839
H -6.24138 2.93455 10.75789  0.0836
H -6.13101 3.60153 9.12217  0.0770
H -6.30895 5.21367 11.71621  0.1258
H -7.62507 5.03349 10.56931  0.1265

***

Entry 2:
A single C20H30O5 molecule. Source: OMol25; level of theory: ωB97M-V with the def2-TZVPD basis set.

ΔE to the lowest compared entry with this formula, charge and spin = 0.176 eV
net charge = 0
DFT total energy = -31465.166 eV
molar mass = 350.5 g mol⁻¹
SMILES = CCOC(=O)C(CCCOc1ccc([C@H](C)CC)cc1)C(=O)OCC
frontier orbital gap = 9.096 eV

Last column: Löwdin charge in e.
Positions of all 55 atoms, in Å:
C -6.21028 -0.34098 1.25313  -0.0605
C -5.04098 -1.28274 1.00478  -0.2082
H -5.21348 -1.86841 0.09595  0.1238
H -4.88303 -1.94938 1.85485  0.1240
O -3.81294 -0.56367 0.86648  0.0101
C -3.53435 -0.05923 -0.33220  -0.4536
O -4.25001 -0.14546 -1.29387  0.1329
C -2.17020 0.61834 -0.32408  -0.1068
C -2.10576 1.77816 -1.32101  -0.1204
C -2.21744 3.13634 -0.62802  -0.1435
C -0.89829 3.61585 -0.00478  -0.1827
O -0.31344 2.65980 0.85553  -0.0531
C 0.71280 1.85770 0.43749  -0.2724
C 1.42345 1.96874 -0.74989  -0.0130
C 2.47536 1.10828 -1.01058  -0.0195
C 2.85402 0.12015 -0.11597  -0.2301
C 2.12526 0.00371 1.06328  -0.0343
C 1.07570 0.85393 1.33733  0.0024
H 0.51686 0.76398 2.25639  0.1259
H 2.37922 -0.75938 1.78457  0.1180
C 4.02657 -0.78051 -0.41746  -0.3496
C 3.58166 -2.23876 -0.55277  -0.0618
H 3.16885 -2.60688 0.38381  0.0745
H 2.82411 -2.32965 -1.32826  0.0788
H 4.42752 -2.86733 -0.82374  0.0770
C 5.11961 -0.64358 0.65163  -0.2304
C 5.65806 0.77893 0.73949  -0.0961
H 6.43670 0.84610 1.49598  0.0688
H 4.86089 1.47145 1.00045  0.0710
H 6.07945 1.08693 -0.21514  0.0751
H 4.72005 -0.94003 1.62309  0.1071
H 5.93707 -1.32628 0.40731  0.1105
H 4.45389 -0.46827 -1.37695  0.1364
H 3.01342 1.21750 -1.94128  0.1180
H 1.18047 2.71400 -1.49120  0.1065
H -1.09783 4.49209 0.62291  0.1278
H -0.20437 3.91911 -0.79192  0.1107
H -2.98387 3.08118 0.14724  0.1185
H -2.52724 3.89372 -1.35001  0.1163
H -2.92607 1.65901 -2.03207  0.1200
H -1.17341 1.71035 -1.88412  0.1137
C -1.15105 -0.47192 -0.64780  -0.4604
O -0.47056 -0.50743 -1.63583  0.1397
O -1.12858 -1.37961 0.32434  0.0074
C -0.23107 -2.48039 0.16259  -0.2057
C -0.81565 -3.54985 -0.74813  -0.0504
H -0.13186 -4.39193 -0.80646  0.0776
H -1.77223 -3.89375 -0.36162  0.0777
H -0.96314 -3.14570 -1.74657  0.0776
H 0.71009 -2.10142 -0.24567  0.0921
H -0.07410 -2.86342 1.17266  0.1280
H -1.97087 0.94020 0.70029  0.1547
H -7.11539 -0.91871 1.41674  0.0770
H -6.35575 0.30455 0.39052  0.0751
H -6.01787 0.27455 2.12853  0.0779

***

Among the records above, which one has the lowest frontier orbital gap? C37H48ClF15N4O14

***

molar mass of number 1 (C37H48ClF15N4O14)? 1093.2 g mol⁻¹

***

Among the records above, which one has the highest frontier orbital gap? C20H30O5